DFT (ωB97M-V/def2-TZVPD) results for a structure of composition C24H50AlBBrO13 at a distorted geometry.

Values from the calculation:
Total charge ... -1
Gap between HOMO and LUMO ... 5.84 eV
Largest force on an atom ... 8.42 eV/A

XYZ file:
```
90
Properties=species:S:1:pos:R:3:forces:R:3:lowdin_charge:R:1
C 0.28643 1.19196 -2.73498 0.721 -0.559 -0.139 -0.09
B -0.12420 2.36608 -3.80979 2.549 0.030 0.197 -0.51
O 1.00497 3.03351 -4.54878 -1.919 -2.122 -0.371 -0.12
Al -2.02141 2.99433 -4.28880 -0.950 0.587 -0.220 0.01
Br -2.06001 5.44371 -4.46810 -0.096 -0.336 0.137 0.02
C -3.50319 2.34207 -3.03082 -0.296 1.426 1.963 -0.29
O -4.13941 1.16564 -3.66042 2.246 -3.565 0.108 -0.21
C -3.32370 -0.05032 -3.49304 -1.185 -1.538 5.263 -0.27
C -2.32618 -0.63820 -4.69953 -0.584 0.269 -0.018 -0.03
O -3.44956 -0.70093 -2.30488 1.040 3.780 -7.457 -0.08
H 1.04078 0.46163 -3.30265 -1.355 1.422 1.333 0.08
H -0.60627 0.54257 -2.34449 1.573 1.258 -0.647 0.05
H 0.83552 1.63960 -1.79822 -0.872 -0.897 -1.920 0.06
H 0.92810 2.62873 -5.47887 0.265 1.193 1.948 0.08
H -2.33919 2.42104 -5.76067 -0.165 0.009 -0.211 -0.07
H -4.35775 3.15753 -2.86002 1.557 -1.962 -0.421 0.08
H -3.12984 2.04118 -1.94164 -0.871 0.493 -2.036 0.07
H -2.97822 -1.37269 -5.36732 1.301 1.521 1.519 0.09
H -1.93430 0.22560 -5.41222 -0.995 -1.675 1.752 0.06
H -1.41699 -1.23328 -4.22479 -2.178 1.365 -0.813 0.10
O -1.07957 -6.36326 1.17095 -1.586 1.347 -0.448 0.06
C -1.86073 -5.41960 1.05986 1.102 -0.956 -0.050 -0.51
O -2.79919 -5.41867 0.08815 0.187 -0.802 0.269 -0.01
C -3.86982 -4.46306 -0.01330 0.091 0.472 -0.219 -0.23
C -3.41013 -3.21133 -0.73586 -0.003 -0.041 0.084 -0.08
C -1.72700 -4.21271 1.94224 -0.285 0.023 0.657 0.01
H -4.30129 -4.24976 0.96838 0.153 -0.013 0.034 0.11
H -4.66030 -4.94391 -0.59983 0.307 -0.191 0.132 0.12
H -2.60639 -2.70581 -0.19516 -0.145 0.032 -0.021 0.07
H -4.24094 -2.50878 -0.85646 0.218 -0.107 -0.044 0.07
H -3.01565 -3.46371 -1.72559 -0.187 0.066 0.157 0.09
H -0.95671 -3.55384 1.53369 -0.108 -0.062 0.022 0.10
H -1.42720 -4.54505 2.94088 0.171 0.030 -0.260 0.08
H -2.65357 -3.65709 2.07261 0.068 0.130 -0.202 0.07
O 0.78080 0.48617 0.09712 -0.791 1.722 1.721 0.05
C 0.15094 1.30514 0.76467 0.868 -1.485 -0.751 -0.51
O 0.73051 2.46167 1.15383 0.368 -0.085 -0.459 -0.01
C 0.03317 3.55809 1.77136 -0.063 0.135 0.162 -0.22
C -0.08497 3.34850 3.26881 -0.034 -0.170 0.139 -0.07
C -1.24010 0.99484 1.23561 -0.598 0.127 -0.394 0.01
H -0.93397 3.72978 1.29124 0.060 -0.156 0.045 0.12
H 0.63466 4.45401 1.58262 0.030 -0.337 -0.144 0.11
H -0.66361 2.45253 3.50614 -0.053 0.098 -0.027 0.06
H -0.57003 4.20861 3.74134 0.083 -0.083 -0.086 0.08
H 0.90540 3.21308 3.71569 -0.085 0.126 -0.108 0.08
H -1.18418 0.38172 2.13856 0.009 0.067 -0.075 0.09
H -1.75554 0.43526 0.44898 0.228 -0.075 0.151 0.09
H -1.84736 1.87709 1.42827 0.074 -0.007 0.183 0.07
O 2.01256 6.92574 1.02776 2.014 -1.325 0.687 0.08
C 3.11873 6.43040 1.23766 -1.685 0.977 -0.276 -0.50
O 3.23305 5.28712 1.94812 -0.473 -0.141 -0.137 -0.02
C 4.44916 4.53194 2.09141 0.128 0.047 0.138 -0.22
C 5.29654 5.08186 3.22268 0.054 0.187 0.111 -0.07
C 4.36581 7.13415 0.78757 0.319 -0.056 -0.646 0.00
H 4.99267 4.47774 1.14431 -0.074 0.126 0.063 0.12
H 4.15064 3.50642 2.33490 -0.240 0.288 -0.146 0.13
H 5.60382 6.11292 3.03189 0.052 -0.103 -0.052 0.06
H 6.19572 4.47320 3.36181 -0.127 0.053 -0.022 0.08
H 4.72782 5.08923 4.15830 0.056 -0.111 -0.152 0.08
H 4.62906 7.90063 1.52077 -0.032 -0.088 -0.079 0.10
H 4.16630 7.60944 -0.17778 -0.121 0.061 0.328 0.10
H 5.21387 6.47071 0.62983 0.045 0.026 0.210 0.07
O 2.31256 1.15800 -5.71740 2.472 -1.921 0.172 0.08
C 3.41873 0.66266 -5.50751 -1.879 1.150 -0.290 -0.47
O 3.53305 -0.48062 -4.79704 -0.395 -0.315 -0.140 0.00
C 4.74916 -1.23581 -4.65375 0.021 0.207 0.177 -0.23
C 5.59654 -0.68588 -3.52248 0.067 0.162 0.142 -0.07
C 4.66581 1.36641 -5.95759 0.313 -0.026 -0.597 0.01
H 5.29267 -1.29000 -5.60086 -0.031 0.138 0.036 0.11
H 4.45064 -2.26133 -4.41026 -0.231 0.283 -0.097 0.12
H 5.90382 0.34518 -3.71327 0.032 -0.109 -0.058 0.07
H 6.49572 -1.29454 -3.38335 -0.106 0.042 -0.024 0.08
H 5.02782 -0.67851 -2.58686 0.041 -0.097 -0.178 0.09
H 4.92906 2.13289 -5.22439 -0.065 -0.074 -0.080 0.10
H 4.46630 1.84169 -6.92295 -0.116 0.088 0.338 0.09
H 5.51387 0.70297 -6.11533 0.065 0.008 0.210 0.06
O -1.97919 -3.87455 6.87094 -1.160 -1.976 -0.824 0.08
C -2.67329 -4.85809 6.61816 0.904 1.636 0.319 -0.50
O -2.55139 -5.49560 5.43340 0.525 0.205 0.074 -0.01
C -3.17472 -6.75210 5.11336 -0.236 -0.030 -0.132 -0.22
C -4.59494 -6.54169 4.62453 -0.168 0.114 0.028 -0.06
C -3.73044 -5.31192 7.58228 0.080 -0.461 0.552 0.00
H -3.11650 -7.44622 5.95607 -0.052 0.152 0.032 0.11
H -2.58151 -7.19607 4.30646 0.094 0.322 0.191 0.13
H -5.22182 -6.08227 5.39256 0.031 -0.117 -0.005 0.07
H -5.04758 -7.49493 4.33334 0.087 0.124 0.016 0.08
H -4.60687 -5.86781 3.76162 0.084 -0.172 0.068 0.08
H -4.62940 -4.70719 7.43895 0.108 -0.073 0.014 0.10
H -3.35564 -5.16833 8.60037 -0.106 0.236 -0.249 0.09
H -3.98096 -6.36749 7.49704 -0.156 0.062 -0.158 0.07
```
Positions in Å, forces in eV/Å.

DFT (ωB97M-V/def2-TZVPD) results for a structure of composition C24H50AsF5N2O2PtSi3Te at a distorted geometry.

Values from the calculation:
ΔE to the lowest compared entry with this formula, charge and spin ... 68.0 kcal per mole
Total charge ... +2
Gap between HOMO and LUMO ... 4.92 eV
Largest force on an atom ... 1.35 eV/A

XYZ file:
```
89
Properties=species:S:1:pos:R:3:forces:R:3:lowdin_charge:R:1
Pt 0.75915 1.62263 0.77650 0.733 0.319 -1.021 1.00
C 0.90702 -2.06504 0.22911 0.025 0.116 0.195 -0.19
Si -0.90658 -2.38578 0.33600 -0.227 -0.046 -0.563 0.52
C -1.31468 -3.92143 -0.62571 0.128 -0.086 0.073 -0.19
C -1.81041 -2.20039 1.92319 0.087 0.033 0.088 -0.17
As -1.69827 -0.59638 -1.37450 0.363 -0.361 0.063 1.25
Si -5.19914 -0.79956 -1.38762 -0.285 0.165 0.044 0.50
C -4.56159 -2.44725 -0.87143 0.033 -0.144 0.005 -0.16
C -6.04214 0.12022 -0.04584 0.087 0.172 0.064 -0.14
C -5.99293 -0.74604 -3.04905 0.089 0.032 -0.117 -0.13
Si -1.27751 -0.82186 -3.84752 -0.327 -0.087 0.739 0.50
C 0.54987 -0.83691 -3.49462 0.067 -0.035 -0.332 -0.19
C -2.00386 -2.45971 -4.30269 0.030 -0.079 -0.161 -0.18
C -1.97406 0.61434 -4.74739 0.092 -0.013 -0.091 -0.17
H 1.30471 -2.63215 1.08051 0.178 0.018 -0.062 0.07
H 1.22067 -1.02996 0.34734 -0.004 0.016 0.098 -0.01
H 1.34021 -2.46303 -0.68894 -0.060 -0.072 0.008 0.04
H -1.21247 -4.75937 0.07312 0.043 -0.018 -0.017 0.06
H -0.62648 -4.10656 -1.45162 0.038 0.058 0.029 0.04
H -2.32762 -3.96639 -1.00240 -0.203 -0.016 -0.014 0.01
H -2.63548 -2.91254 1.97231 0.025 -0.008 0.023 0.05
H -2.19090 -1.19788 2.09435 0.015 0.126 0.026 0.02
H -1.10713 -2.41961 2.73353 -0.074 0.011 0.037 0.06
H -3.90864 -2.34836 -0.00264 0.098 -0.033 0.009 0.01
H -4.04764 -2.95320 -1.69115 0.083 0.010 0.020 0.03
H -5.36872 -3.11556 -0.56172 -0.109 0.097 -0.051 0.07
H -5.34671 0.33184 0.76952 -0.035 0.007 0.017 0.04
H -6.86373 -0.47095 0.36463 -0.010 -0.031 -0.040 0.06
H -6.46306 1.06020 -0.40638 0.012 0.016 0.030 0.05
H -5.96231 -1.71182 -3.55557 0.030 0.011 -0.004 0.05
H -5.49007 -0.01012 -3.68136 -0.043 -0.002 -0.030 0.04
H -7.03786 -0.44233 -2.97724 -0.012 -0.002 0.048 0.05
H 0.90462 -1.81948 -3.18041 0.009 -0.012 -0.034 0.04
H 0.89130 -0.08042 -2.78926 -0.043 0.074 -0.015 0.02
H 1.00855 -0.60594 -4.46378 0.179 -0.071 0.071 0.06
H -1.55450 -3.30002 -3.77277 -0.005 0.024 0.039 0.03
H -1.83465 -2.62388 -5.37181 0.001 -0.027 0.007 0.06
H -3.08501 -2.48086 -4.15591 -0.015 0.023 0.008 0.03
H -1.69285 1.57093 -4.31580 0.057 0.009 -0.029 0.03
H -3.06117 0.56054 -4.80276 -0.006 -0.010 -0.011 0.04
H -1.58001 0.54870 -5.76776 -0.058 0.083 -0.022 0.06
F -3.69645 0.09192 -1.61912 -0.099 -0.494 -0.194 -0.35
Te -2.05491 2.38334 -0.56335 0.405 0.516 -0.115 2.02
F -2.46775 2.51722 -2.43798 -0.301 -0.343 0.142 -0.50
F -0.66965 3.53317 -1.03772 0.097 0.096 0.036 -0.45
F -2.47631 0.51821 0.42833 -0.368 -0.305 -0.208 -0.60
F -1.02798 2.53646 1.24055 -0.267 -0.173 -0.057 -0.59
O -0.81394 0.91125 -1.23246 -0.376 1.169 0.558 -0.79
O 2.42685 0.87453 -0.09656 0.394 -0.486 0.239 -0.16
C 3.61872 1.25914 0.09416 -0.541 -0.032 -0.101 -0.44
C 4.10175 2.58747 -0.35566 0.064 0.059 0.093 -0.08
C 4.58221 2.31585 -1.81712 -0.096 0.059 -0.014 -0.14
C 5.45242 1.07444 -2.09550 0.017 0.011 0.032 -0.17
C 4.73422 -0.28608 -1.96779 -0.046 -0.023 -0.037 -0.16
C 4.63771 -0.81109 -0.52793 0.021 -0.025 0.184 -0.13
N 4.55853 0.35246 0.38412 0.140 0.154 -0.082 0.11
H 4.91288 2.94541 0.28002 0.066 -0.007 -0.072 0.14
H 3.30414 3.32363 -0.37319 -0.035 0.023 0.089 0.11
H 5.11329 3.21243 -2.13644 0.047 -0.031 -0.015 0.12
H 3.68948 2.24703 -2.44473 -0.008 0.009 0.010 0.12
H 6.36199 1.09268 -1.48567 0.004 -0.014 0.003 0.12
H 5.80174 1.17010 -3.12373 -0.011 0.010 -0.005 0.12
H 5.23653 -1.03432 -2.58150 0.036 0.018 0.003 0.12
H 3.72577 -0.17603 -2.37924 -0.005 -0.011 -0.002 0.10
H 5.52045 -1.37353 -0.23164 0.023 0.014 -0.046 0.13
H 3.77279 -1.45075 -0.37285 -0.018 0.006 -0.015 0.10
H 5.46279 0.79187 0.49894 0.018 -0.094 0.022 0.14
C -0.15423 -0.06462 5.77957 0.149 0.046 0.056 -0.09
N -0.37453 0.13007 4.36378 -0.452 -0.456 -0.144 -0.27
C -1.29456 1.18536 4.01504 0.009 0.158 0.114 -0.09
C 0.74746 -0.02203 3.47462 0.128 0.003 -0.036 -0.19
C 1.70549 1.15302 3.43885 0.501 0.476 0.161 -0.21
C 2.51776 1.39094 4.55146 -0.135 -0.197 -0.044 -0.03
C 3.30870 2.52162 4.65554 0.026 0.025 0.016 -0.06
C 3.29283 3.46626 3.64300 0.020 0.041 -0.042 -0.07
C 2.52799 3.24835 2.50289 -0.118 -0.050 -0.028 -0.11
C 1.77060 2.08873 2.39642 -0.404 -0.412 0.472 -0.25
H -1.11339 -0.23215 6.27086 0.005 0.011 -0.004 0.09
H 0.33997 0.77256 6.29097 -0.016 0.060 -0.051 0.08
H 0.45864 -0.95602 5.92766 -0.008 0.005 0.025 0.09
H -2.14884 1.14799 4.69160 -0.022 -0.014 -0.028 0.09
H -1.65654 1.05039 2.99171 0.028 -0.046 0.047 0.05
H -0.87006 2.19933 4.07969 0.056 -0.026 0.021 0.09
H 0.34713 -0.16301 2.46542 -0.048 -0.101 -0.084 0.06
H 1.28184 -0.93902 3.74608 0.048 0.074 0.051 0.13
H 2.51291 0.66325 5.35449 0.046 0.027 0.019 0.11
H 3.92161 2.67307 5.53360 -0.001 0.011 0.005 0.11
H 3.87063 4.37652 3.73600 0.002 0.001 -0.018 0.11
H 2.49335 4.00401 1.73036 0.041 -0.006 -0.087 0.10
```
Positions in Å, forces in eV/Å.